Formula: C5H6O4
Source: the OMol25 dataset
Level of theory: wB97M-V/def2-TZVPD

Geometry as XYZ:
```
15
C5H6O4 | the OMol25 dataset | wB97M-V/def2-TZVPD
C -1.548 -0.472 -0.157
C -0.730 0.910 -0.051
C -0.591 -1.251 0.590
C 0.878 0.131 -0.066
C 1.332 -0.552 -1.138
O -0.919 1.264 1.318
O 1.673 0.547 0.946
O -0.856 1.764 -0.940
O -0.281 -1.936 1.455
H -0.511 2.133 1.428
H 2.600 0.326 0.773
H -1.540 -0.752 -1.207
H -2.551 -0.506 0.273
H 0.661 -0.806 -1.946
H 2.382 -0.800 -1.277
```

Computed properties:
Kohn-Sham gap (alpha / beta) (eV): 7.94 / 7.94
Energy relative to the best compared isomer or geometry (same formula, charge and spin) (kJ/mol): 422.24
Calculated total energy (eV): -13468.109
HOMO energy (alpha / beta) (eV): -8.549 / -8.549